C28H36BIrN8O7S3 | the ωB97M-V functional and the def2-TZVPD basis

## Properties
net charge	+1
HOMO (spin up / spin down)	-11.604 / -11.463	eV
expectation value of S²	0.76
spin multiplicity	2
gap between HOMO and LUMO (spin up / spin down)	6.424 / 5.905	eV

Positions of all 84 atoms, in Å:
Ir -0.8112 0.0003 -0.6663
C -4.5713 0.6356 3.1373
C -4.5473 -0.5768 2.2075
C -5.6694 -1.5343 2.5975
C -4.7329 -0.1816 0.7413
N -3.2239 -1.2800 2.3816
C -3.0755 -2.5607 2.8756
C -1.7561 -2.8328 2.9086
N -1.0824 -1.7316 2.4399
B 0.4672 -1.7413 2.3543
N 1.0464 -0.3023 2.4251
C 1.1926 0.3230 3.6334
C 1.7960 1.5133 3.4199
N 2.0132 1.6307 2.0675
C 1.5339 0.5115 1.4779
S 1.5271 0.1720 -0.2280
C 2.7439 2.7792 1.4132
C 1.8721 3.4073 0.3275
C 4.0565 2.2321 0.8519
C 3.0433 3.8372 2.4701
N 0.9942 -2.4807 1.0888
C 2.2763 -2.9713 1.0852
C 2.4723 -3.6227 -0.0796
N 1.3058 -3.5349 -0.8066
C 0.4247 -2.8138 -0.0803
S -1.1901 -2.3576 -0.5295
C 1.0884 -4.1847 -2.1531
C 0.7778 -3.1155 -3.1954
C 2.3658 -4.9112 -2.5650
C -0.0416 -5.2047 -2.0138
C -1.9922 -0.7968 2.1112
S -1.6025 0.7677 1.4466
H -5.5497 1.1130 3.0858
H -3.8210 1.3740 2.8580
H -4.3940 0.3253 4.1687
H -6.6178 -1.0177 2.4637
H -5.6021 -1.8333 3.6447
H -5.6806 -2.4205 1.9608
H -5.7437 0.2014 0.6023
H -4.6014 -1.0513 0.0929
H -4.0411 0.5968 0.4328
H -3.9044 -3.1805 3.1580
H -1.2446 -3.7206 3.2394
H 0.8773 -2.3413 3.3077
H 0.8784 -0.1351 4.5554
H 2.0724 2.2710 4.1275
H 1.8455 2.8083 -0.5785
H 2.2761 4.3871 0.0721
H 0.8543 3.5387 0.6946
H 3.8795 1.4604 0.1014
H 4.6637 1.8079 1.6541
H 4.6184 3.0379 0.3806
H 2.1256 4.2458 2.8967
H 3.5808 4.6528 1.9911
H 3.6785 3.4493 3.2680
H 2.9464 -2.8263 1.9154
H 3.3458 -4.1341 -0.4353
H 1.5870 -2.3872 -3.2610
H -0.1406 -2.5774 -2.9833
H 0.6675 -3.5863 -4.1726
H 3.2009 -4.2187 -2.6802
H 2.1890 -5.3769 -3.5324
H 2.6326 -5.7007 -1.8597
H -0.9930 -4.7284 -1.7814
H 0.1912 -5.9277 -1.2291
H -0.1552 -5.7433 -2.9540
O 0.9178 -0.1177 -4.3700
C 0.2006 0.3780 -3.5318
O -0.5512 -0.2881 -2.6908
C 0.1663 1.8840 -3.4118
C 0.8122 2.6300 -4.3734
C 0.9064 4.0023 -4.2364
C 0.3975 4.6356 -3.1260
C -0.2553 3.8932 -2.1653
C -0.4517 2.4891 -2.3009
O -1.1618 1.8278 -1.4147
N -0.7019 4.6125 -0.9594
O -0.4246 5.7955 -0.8917
O -1.2785 4.0059 -0.0764
N 1.6013 4.7898 -5.2635
O 2.0369 4.1927 -6.2247
O 1.6992 5.9856 -5.0754
H 1.2490 2.1460 -5.2353
H 0.5150 5.7010 -3.0007

---

C28H36Cl2IN5NaO5 | the ωB97M-V functional and the def2-TZVPD basis

## Properties
net charge	-1
HOMO	-4.553	eV
spin multiplicity	1
gap between HOMO and LUMO	6.621	eV

Positions of all 78 atoms, in Å:
Na -0.5931 0.0696 -0.1511
C 1.1033 -3.9652 -1.3372
C 1.8065 -2.9111 -2.1412
N 2.7048 -3.2838 -3.0257
C 3.3400 -2.3401 -3.7437
C 3.1009 -0.9930 -3.5881
C 3.8662 -0.0038 -4.4256
O 3.1031 0.5070 -5.5256
C 2.1602 -0.5642 -2.6321
C 1.8865 0.8638 -2.5074
N 1.7690 1.4810 -1.4004
C 1.5462 2.8609 -1.3655
C 1.6772 3.7247 -2.4599
C 1.4427 5.0834 -2.3430
C 1.0625 5.6277 -1.1252
C 0.9518 4.7988 -0.0187
C 1.2090 3.4455 -0.1388
I 1.1383 2.2579 1.5804
C 1.4326 -1.5385 -1.8839
O 0.4734 -1.2729 -1.1007
H 1.4560 -4.9528 -1.6261
H 0.0223 -3.8920 -1.4833
H 1.2867 -3.7898 -0.2738
H 4.0768 -2.6979 -4.4580
H 4.7822 -0.4756 -4.7977
H 4.1504 0.8677 -3.8354
H 2.6452 -0.2367 -5.9300
H 1.8059 1.3901 -3.4674
H 1.9797 3.3296 -3.4217
H 1.5639 5.7254 -3.2076
H 0.8608 6.6875 -1.0328
H 0.6605 5.2107 0.9384
N -2.8561 -1.7826 -0.5800
C -3.1364 -2.5288 0.6425
C -1.9193 -3.3553 1.0427
N -0.8672 -2.4743 1.4962
C 0.1100 -3.0443 2.3989
C 1.1201 -1.9800 2.8144
N 2.0636 -1.7149 1.7321
H -3.5276 -1.0399 -0.7260
H -2.8718 -2.3825 -1.3957
H -4.0236 -3.1790 0.5743
H -3.2980 -1.7981 1.4344
H -1.6134 -3.9847 0.1891
H -2.2040 -4.0268 1.8593
H -0.3958 -2.0650 0.6889
H 0.6552 -3.9102 1.9758
H -0.4139 -3.3960 3.2946
H 1.6075 -2.2930 3.7508
H 0.5585 -1.0629 3.0056
H 2.7214 -2.4770 1.6257
H 2.5872 -0.8643 1.8949
C -2.9128 6.0900 -2.5755
O -3.7298 5.8254 -1.4563
C -3.4490 4.6894 -0.7508
C -4.2821 4.4502 0.3646
C -4.0428 3.3494 1.1404
C -3.0085 2.4316 0.8688
C -2.7350 1.3049 1.7312
C -3.5699 1.1304 2.9956
O -1.8534 0.4747 1.5109
C -2.1743 2.6464 -0.2896
O -1.2398 1.8754 -0.6338
C -2.4414 3.8231 -1.0689
H -3.2560 7.0374 -2.9866
H -3.0079 5.3066 -3.3334
H -1.8588 6.1759 -2.2953
H -5.0801 5.1447 0.5919
H -4.6815 3.1800 1.9991
H -3.5289 2.0257 3.6176
H -3.1703 0.2853 3.5523
H -4.6144 0.9364 2.7437
H -1.7884 3.9751 -1.9188
Cl -1.7945 0.2114 -3.1192
C -0.9603 -0.8622 -4.2414
Cl -2.0782 -1.7726 -5.2738
H -0.3819 -1.5694 -3.6609
H -0.3275 -0.2660 -4.8885

---

ΔE to the lowest compared entry with this formula, charge and spin list, top to bottom, in kcal per mole: 11.6 28.7